1.
ORCA calculation (ωB97M-V/def2-TZVPD) on the molecule C2H3N3OS at a distorted geometry.

SMILES: [H]/N=c1\ocnn1S
Relative energy (zero: lowest compared OMol25 entry of this formula, charge and spin): 219.6 kJ/mol
DFT total energy: -715.61259 Eh
HOMO level: -0.3267 Ha
HOMO-LUMO gap: 9.4 eV
E_LUMO: 0.49 eV

Positions of all 10 atoms, in Å:
1 C 1.682 -1.080 -0.025
2 C 0.455 0.806 0.142
3 H -2.425 -0.900 1.158
4 H 2.598 -1.749 -0.358
5 H 0.994 2.653 -0.055
6 N -0.308 -0.282 0.147
7 N 0.425 -1.460 -0.035
8 N 0.137 2.043 -0.056
9 O 1.774 0.320 0.023
10 S -1.873 -0.189 -0.127

2.
ORCA calculation (ωB97M-V/def2-TZVPD) on an isolated ion of composition C4H12N3O and charge -2 at a distorted geometry.

⟨S²⟩: 0.75
Relative energy (zero: lowest compared OMol25 entry of this formula, charge and spin): 226.9 kJ/mol
DFT total energy: -398.88075 Eh
Total charge: -2
HOMO level (spin up / spin down): 0.1613 / 0.0038 Ha
HOMO-LUMO gap (spin up / spin down): 2.7 / 6.9 eV
Spin multiplicity: 2
E_LUMO (spin up / spin down): 7.12 / 6.99 eV

Positions of all 20 atoms, in Å:
1 C -0.404 -1.060 0.360
2 N 0.107 -0.037 1.395
3 C -1.134 0.584 2.161
4 O -2.211 0.061 1.735
5 C -0.766 -0.396 -0.994
6 N 0.307 -0.471 -1.987
7 C 1.366 0.598 -1.890
8 N 2.412 0.748 -0.860
9 H -1.262 -1.664 0.739
10 H 0.436 -1.735 0.102
11 H 0.773 -0.526 2.074
12 H -1.048 1.643 2.067
13 H -0.833 0.363 3.184
14 H -1.154 0.631 -0.819
15 H -1.551 -0.777 -1.703
16 H 0.715 -1.364 -1.866
17 H 0.929 1.575 -1.856
18 H 1.726 0.531 -2.919
19 H 1.811 0.879 0.069
20 H 2.991 -0.079 -0.616

3.
ORCA calculation (ωB97M-V/def2-TZVPD) on C22H49N2P3PtSSe as an isolated structure at a distorted geometry.

⟨S²⟩: 6.03
Relative energy (zero: lowest compared OMol25 entry of this formula, charge and spin): 170.0 kJ/mol
DFT total energy: -4918.59992 Eh
Total charge: +4
HOMO level (spin up / spin down): -0.7027 / -0.7049 Ha
HOMO-LUMO gap (spin up / spin down): 7.6 / 4.0 eV
Spin multiplicity: 5
E_LUMO (spin up / spin down): -11.55 / -15.16 eV

Positions of all 79 atoms, in Å:
1 Pt -0.061 0.393 -0.309
2 P -1.500 2.167 0.269
3 P -2.195 -0.874 -0.896
4 P 0.344 0.930 -2.468
5 H 5.847 0.909 0.731
6 C 5.461 1.897 0.447
7 C 4.202 2.302 0.341
8 H 3.332 1.685 0.514
9 C -2.301 2.102 1.898
10 C -2.879 2.742 -0.789
11 C -0.395 3.597 0.359
12 C -1.898 -2.658 -1.116
13 C -3.516 -0.829 0.385
14 C -3.173 -0.457 -2.401
15 C 1.996 1.652 -2.670
16 C -0.735 2.030 -3.464
17 C 0.428 -0.594 -3.487
18 H 6.231 2.662 0.323
19 H 4.038 3.361 0.150
20 H -1.724 1.559 2.657
21 H -3.302 1.671 1.789
22 H -2.414 3.143 2.221
23 H -3.785 2.147 -0.589
24 H -2.622 2.729 -1.861
25 H -3.061 3.778 -0.460
26 H 0.502 3.357 0.948
27 H -0.968 4.403 0.834
28 H -0.097 3.896 -0.655
29 H -2.827 -3.193 -1.379
30 H -1.478 -3.091 -0.199
31 H -1.168 -2.784 -1.926
32 H -4.184 -1.701 0.309
33 H -4.122 0.072 0.241
34 H -3.072 -0.815 1.386
35 H -3.993 -1.182 -2.516
36 H -2.565 -0.485 -3.312
37 H -3.625 0.537 -2.301
38 H 2.201 1.827 -3.739
39 H 2.731 0.956 -2.246
40 H 2.018 2.595 -2.108
41 H -0.288 2.137 -4.471
42 H -0.795 3.027 -2.999
43 H -1.753 1.621 -3.576
44 H 0.760 -0.325 -4.498
45 H -0.542 -1.096 -3.560
46 H 1.141 -1.291 -3.035
47 C 3.360 -2.677 -1.707
48 C 3.864 -1.647 -0.893
49 C 4.803 -0.771 -1.409
50 C 5.271 -0.908 -2.731
51 C 4.756 -1.916 -3.545
52 C 3.808 -2.796 -3.045
53 Se 2.217 -4.012 -1.005
54 H 1.359 -4.013 -2.234
55 H 3.571 -1.537 0.164
56 H 5.189 0.012 -0.769
57 H 6.029 -0.245 -3.126
58 H 5.078 -2.062 -4.586
59 H 3.416 -3.616 -3.641
60 C -2.224 -3.106 2.728
61 N -2.172 -1.713 3.177
62 C -3.298 -1.187 3.962
63 C -1.028 -0.986 2.979
64 S -0.037 -1.213 1.575
65 N -0.576 -0.148 3.941
66 C -0.873 -0.341 5.361
67 C 0.645 0.603 3.673
68 H -2.229 -3.180 1.634
69 H -1.335 -3.635 3.082
70 H -3.109 -3.602 3.139
71 H -3.294 -1.577 4.993
72 H -3.249 -0.086 4.007
73 H -4.253 -1.458 3.484
74 H -1.272 -1.343 5.576
75 H 0.051 -0.214 5.940
76 H -1.544 0.451 5.724
77 H 1.512 -0.041 3.527
78 H 0.542 1.174 2.748
79 H 0.830 1.284 4.507

4.
ORCA calculation (ωB97M-V/def2-TZVPD) on a 2-piece molecular cluster, C4H12 overall at a distorted geometry.

⟨S²⟩: 0.75
Relative energy (zero: lowest compared OMol25 entry of this formula, charge and spin): 117.0 kJ/mol
DFT total energy: -159.12528 Eh
Total charge: +1
HOMO level (spin up / spin down): -0.5493 / -0.5449 Ha
HOMO-LUMO gap (spin up / spin down): 11.4 / 3.3 eV
Spin multiplicity: 2
E_LUMO (spin up / spin down): -3.50 / -11.51 eV

Positions of all 16 atoms, in Å:
1 C -0.255 0.566 1.506
2 C -0.153 0.853 3.013
3 H -0.941 1.410 1.110
4 H 0.742 0.606 1.095
5 H -0.839 -0.382 1.378
6 H 0.640 0.193 3.473
7 H -1.103 0.619 3.465
8 H 0.081 1.962 3.169
9 C -0.224 -1.325 -2.262
10 C 0.653 -0.127 -2.214
11 H -0.758 -1.308 -3.267
12 H 0.484 -2.211 -2.143
13 H -1.263 -1.125 -1.741
14 H 0.257 0.713 -2.789
15 H 0.922 0.013 -1.179
16 H 1.656 -0.295 -2.824

Copy entry 2 word for word.
ORCA calculation (ωB97M-V/def2-TZVPD) on an isolated ion of composition C4H12N3O and charge -2 at a distorted geometry.

⟨S²⟩: 0.75
Relative energy (zero: lowest compared OMol25 entry of this formula, charge and spin): 226.9 kJ/mol
DFT total energy: -398.88075 Eh
Total charge: -2
HOMO level (spin up / spin down): 0.1613 / 0.0038 Ha
HOMO-LUMO gap (spin up / spin down): 2.7 / 6.9 eV
Spin multiplicity: 2
E_LUMO (spin up / spin down): 7.12 / 6.99 eV

Positions of all 20 atoms, in Å:
1 C -0.404 -1.060 0.360
2 N 0.107 -0.037 1.395
3 C -1.134 0.584 2.161
4 O -2.211 0.061 1.735
5 C -0.766 -0.396 -0.994
6 N 0.307 -0.471 -1.987
7 C 1.366 0.598 -1.890
8 N 2.412 0.748 -0.860
9 H -1.262 -1.664 0.739
10 H 0.436 -1.735 0.102
11 H 0.773 -0.526 2.074
12 H -1.048 1.643 2.067
13 H -0.833 0.363 3.184
14 H -1.154 0.631 -0.819
15 H -1.551 -0.777 -1.703
16 H 0.715 -1.364 -1.866
17 H 0.929 1.575 -1.856
18 H 1.726 0.531 -2.919
19 H 1.811 0.879 0.069
20 H 2.991 -0.079 -0.616

Question: Look up the DFT total energy of the second one.
Answer: -398.88075 Eh

Question: What is the relative energy (zero: lowest compared OMol25 entry of this formula, charge and spin) in the fourth record?
Answer: 117.0 kJ/mol

Question: Which of these has the lowest DFT total energy?
Answer: C22H49N2P3PtSSe